1.
Molecular formula: C28H36CoN9O4S
Method: DFT, the ωB97M-V functional and the def2-TZVPD basis

Molar mass   653.7 g mol⁻¹
Calculated total energy   -99681.4092 eV
Lowest unoccupied orbital energy (alpha / beta)   -0.110 / -1.049 eV
HOMO (alpha / beta)   -6.99 / -7.15 eV
Energy above the lowest of the compared OMol25 structures with the same formula, charge and spin   39.4 kcal/mol
Multiplicity   5
⟨S²⟩   6.023

The geometry in XYZ format:
```
79
Properties=species:S:1:pos:R:3:forces:R:3:lowdin_charge:R:1
Co 0.459 -0.418 -0.117 0.0 -0.4 0.0 0.60
C -2.310 2.113 4.114 0.0 0.0 -0.1 -0.05
N -1.983 2.133 2.696 0.0 -0.1 0.0 -0.14
C -1.973 3.419 2.032 0.0 0.1 0.0 -0.04
C -1.445 1.051 2.053 -0.1 0.0 0.0 -0.41
N -0.875 1.064 0.904 0.1 0.0 0.0 0.14
N -1.582 -0.131 2.770 0.0 0.0 0.0 0.17
C -1.300 -1.419 2.353 0.1 0.1 0.2 -0.48
N -1.596 -2.352 3.323 -0.1 -0.1 -0.1 0.15
N -0.857 -1.687 1.191 -0.1 0.0 -0.1 0.10
H -2.409 3.141 4.454 0.0 0.0 0.0 0.09
H -1.513 1.659 4.707 0.0 0.0 0.0 0.07
H -3.261 1.610 4.316 0.0 0.0 0.0 0.09
H -2.783 4.027 2.432 0.0 0.0 0.0 0.10
H -2.158 3.302 0.968 0.0 0.1 0.0 0.07
H -1.029 3.955 2.170 0.0 0.0 0.0 0.10
H -0.851 1.992 0.504 0.1 0.0 0.0 0.05
H -2.018 -0.057 3.670 0.0 0.0 0.0 0.11
H -1.579 -2.069 4.288 0.1 0.0 0.0 0.10
H -1.259 -3.284 3.151 0.0 0.0 0.0 0.10
H -0.688 -2.677 1.040 0.1 0.0 0.1 0.04
C 1.766 0.735 -1.368 0.2 0.4 0.0 -0.11
H 2.114 -0.017 -2.082 -0.1 -0.1 0.1 0.00
H 2.612 1.179 -0.845 0.0 0.0 0.0 -0.02
H 1.184 1.502 -1.879 0.0 0.0 0.0 -0.02
O -0.960 -1.092 -3.713 -0.1 -0.1 0.1 0.03
C -1.059 -0.170 -2.899 0.1 -0.2 -0.1 -0.59
O -0.987 -0.268 -1.632 -0.3 0.4 -0.1 -0.15
C -1.335 1.214 -3.480 0.0 -0.1 0.0 -0.10
C -1.481 1.345 -4.856 0.0 0.0 -0.1 0.00
C -1.723 2.582 -5.436 0.0 0.0 0.0 -0.05
C -1.813 3.713 -4.643 0.0 0.1 -0.1 -0.01
C -1.667 3.565 -3.276 0.0 0.1 0.1 -0.13
C -1.438 2.339 -2.678 0.0 0.0 0.1 0.05
N -1.757 4.775 -2.434 0.0 0.0 -0.2 -0.34
O -1.739 4.625 -1.223 0.0 0.1 -0.1 0.05
O -1.843 5.852 -2.995 0.0 -0.3 0.3 0.08
H -1.391 0.453 -5.460 0.0 0.0 0.0 0.12
H -1.836 2.670 -6.508 0.0 0.0 0.0 0.11
H -1.990 4.693 -5.061 0.0 0.0 0.0 0.12
H -1.337 2.242 -1.608 0.0 0.0 0.0 0.10
C 0.073 -4.404 -3.990 0.0 0.0 0.0 -0.05
N -0.940 -4.007 -3.043 0.1 0.0 0.0 -0.15
C -2.324 -3.859 -3.476 0.0 0.0 0.0 -0.12
C -2.970 -3.060 -2.334 0.1 0.0 0.0 -0.12
N -1.876 -2.919 -1.377 0.0 0.0 0.1 0.02
C -0.706 -3.327 -1.916 -0.3 0.0 -0.2 -0.78
S 0.800 -3.032 -1.222 0.1 0.0 0.1 0.73
H -0.010 -3.794 -4.893 0.0 0.0 0.0 0.10
H -0.040 -5.457 -4.255 0.0 0.0 0.0 0.09
H 1.051 -4.246 -3.544 0.0 0.0 0.0 0.05
H -2.789 -4.834 -3.627 0.0 0.0 0.0 0.12
H -2.349 -3.307 -4.418 0.0 0.0 0.0 0.12
H -3.814 -3.584 -1.886 0.0 0.0 0.0 0.11
H -3.303 -2.083 -2.680 0.0 0.0 0.0 0.11
H -1.804 -2.065 -0.833 -0.1 0.0 -0.1 0.08
C 1.192 1.549 4.931 0.0 -0.1 0.0 -0.12
C 1.387 0.172 4.885 0.0 0.1 0.0 -0.09
C 1.644 -0.456 3.676 0.0 -0.1 0.0 -0.04
C 1.696 0.275 2.489 0.0 0.0 0.0 -0.33
C 1.512 1.654 2.543 0.1 0.1 0.0 -0.05
C 1.262 2.284 3.754 0.0 0.0 0.0 -0.09
N 1.937 -0.391 1.262 0.3 -0.3 0.1 0.01
C 3.269 -0.815 1.129 -0.1 0.3 0.0 -0.28
C 4.317 -0.156 1.795 0.0 0.0 0.1 -0.02
C 5.632 -0.557 1.633 0.0 0.0 0.0 -0.09
C 5.947 -1.625 0.805 0.0 0.0 0.0 -0.10
C 4.922 -2.279 0.134 0.0 0.0 0.0 -0.08
C 3.605 -1.879 0.289 0.0 -0.1 -0.1 -0.04
H 1.013 2.045 5.877 0.0 0.0 0.0 0.10
H 1.358 -0.410 5.799 0.0 0.0 0.0 0.10
H 1.813 -1.526 3.630 0.0 0.0 0.0 0.12
H 1.589 2.222 1.624 0.0 0.0 0.0 0.12
H 1.138 3.360 3.782 0.0 0.0 0.0 0.10
H 4.096 0.689 2.433 0.0 0.0 0.0 0.11
H 6.417 -0.024 2.155 0.0 0.0 0.0 0.10
H 6.975 -1.939 0.678 0.0 0.0 0.0 0.10
H 5.145 -3.116 -0.516 0.0 0.0 0.0 0.10
H 2.827 -2.408 -0.235 0.0 0.0 0.0 -0.02
```
Forces are in eV/Å.


2.
Molecular formula: CH4N3P
Method: DFT, the ωB97M-V functional and the def2-TZVPD basis

Molar mass   89.0 g mol⁻¹
Calculated total energy   -14855.3605 eV
Lowest unoccupied orbital energy   0.081 eV
HOMO   -8.06 eV
Energy above the lowest of the compared OMol25 structures with the same formula, charge and spin   124.2 kcal/mol

The geometry in XYZ format:
```
9
Properties=species:S:1:pos:R:3:forces:R:3:nbo_charge:R:1
C -0.497 -0.545 0.504 -0.5 -0.4 -0.4 -0.59
N 1.127 0.107 -1.100 1.9 3.8 1.7 0.07
N 1.354 1.340 0.302 1.0 -2.7 -2.6 -0.84
N 0.246 -0.648 -0.782 0.0 -0.6 -1.4 -0.24
P -0.095 1.211 0.957 -2.1 1.4 1.0 0.81
H -1.488 -1.053 0.426 0.6 0.9 0.0 0.25
H 0.114 -1.174 1.141 0.1 -0.1 0.5 0.24
H 0.206 -1.324 -1.546 -1.1 -0.9 0.7 0.42
H -0.967 2.086 0.097 0.1 -1.3 0.4 -0.11
```
Forces are in eV/Å.


3.
Molecular formula: C28H29ClFGeN2O11OsPS
Method: DFT, the ωB97M-V functional and the def2-TZVPD basis

Molar mass   949.9 g mol⁻¹
Calculated total energy   -149347.4654 eV
Lowest unoccupied orbital energy (alpha / beta)   -1.022 / -2.623 eV
HOMO (alpha / beta)   -8.48 / -8.50 eV
Energy above the lowest of the compared OMol25 structures with the same formula, charge and spin   19.9 kcal/mol
Multiplicity   5
⟨S²⟩   6.022

The geometry in XYZ format:
```
76
Properties=species:S:1:pos:R:3:forces:R:3:lowdin_charge:R:1
Os 0.757 -0.733 -0.043 -1.5 -0.9 1.4 1.60
O 1.950 1.039 0.837 -0.1 -0.7 0.3 -0.45
S 3.289 0.481 0.468 1.7 1.3 -0.6 0.50
O 4.309 0.545 1.455 -0.1 -0.1 0.1 -0.22
O 3.100 -0.805 -0.237 -0.4 -0.2 0.2 -0.39
C 3.700 1.565 -0.888 -0.3 -0.1 0.1 -0.25
C 4.961 2.083 -1.105 0.0 -0.1 0.2 -0.03
C 5.178 2.886 -2.215 -0.1 0.0 -0.1 -0.05
C 4.134 3.160 -3.088 0.1 0.1 0.0 -0.05
C 2.870 2.631 -2.873 -0.1 -0.1 0.1 -0.06
C 2.648 1.820 -1.763 0.1 -0.1 0.2 -0.31
P 0.977 1.127 -1.481 -0.2 1.1 -1.7 1.01
C 0.560 0.674 -3.197 -0.1 -0.2 0.1 -0.38
C -0.433 1.258 -3.971 0.0 0.1 0.2 -0.08
C -0.698 0.756 -5.239 0.0 0.0 -0.1 -0.07
C 0.024 -0.317 -5.733 0.0 0.0 0.0 -0.07
C 1.027 -0.898 -4.964 0.0 0.0 0.0 -0.06
C 1.289 -0.406 -3.700 0.0 0.1 0.1 -0.10
C -0.049 2.515 -0.974 -0.1 -0.2 0.1 -0.35
C -1.431 2.330 -0.926 0.1 0.0 -0.1 -0.11
C -2.237 3.321 -0.399 -0.1 0.0 0.0 -0.06
C -1.668 4.484 0.100 0.0 0.0 0.0 -0.06
C -0.294 4.664 0.057 0.0 0.0 0.0 -0.06
C 0.520 3.682 -0.479 0.1 -0.1 -0.1 -0.06
H 5.747 1.852 -0.399 0.0 0.0 0.0 0.12
H 6.162 3.290 -2.406 0.0 0.0 0.0 0.11
H 4.304 3.788 -3.952 0.0 0.0 0.0 0.11
H 2.065 2.840 -3.565 0.0 0.0 0.0 0.12
H -0.999 2.096 -3.585 0.0 0.0 0.0 0.10
H -1.477 1.205 -5.841 0.0 0.0 0.0 0.11
H -0.198 -0.712 -6.715 0.0 0.0 0.0 0.11
H 1.592 -1.736 -5.349 0.0 0.0 0.0 0.11
H 2.051 -0.862 -3.073 0.0 -0.1 -0.1 0.11
H -1.862 1.398 -1.275 -0.1 0.0 0.0 0.10
H -3.308 3.178 -0.349 0.0 0.0 0.0 0.11
H -2.299 5.244 0.541 0.0 0.0 0.0 0.11
H 0.147 5.565 0.463 0.0 0.0 0.0 0.11
H 1.594 3.810 -0.493 0.0 0.0 0.1 0.11
O 3.013 -3.360 2.012 0.4 0.0 -0.3 -0.23
Cl 1.762 -2.722 1.951 -0.2 -1.1 2.0 0.68
O 0.832 -3.293 2.860 -0.1 -0.1 0.1 -0.28
O 1.190 -2.866 0.588 -0.5 0.8 -1.4 -0.44
O 1.852 -1.307 2.186 0.2 0.8 -0.1 -0.39
C -3.596 -0.939 0.356 0.4 -0.2 -0.1 -0.20
Ge -2.329 -2.294 -0.333 -0.5 -0.2 -0.3 0.81
C -3.189 -3.060 -1.963 0.2 0.1 0.4 -0.22
C -1.932 -3.747 0.915 0.1 0.3 -0.1 -0.19
C -0.693 -1.521 -1.242 0.1 0.0 0.4 -0.43
H -4.353 -1.460 0.943 0.0 0.0 0.0 0.02
H -4.095 -0.428 -0.468 0.0 0.0 -0.1 0.02
H -3.099 -0.205 0.983 0.0 0.0 0.0 -0.01
H -4.121 -3.558 -1.697 0.0 0.0 0.0 0.02
H -2.535 -3.794 -2.435 0.0 0.0 0.0 0.02
H -3.415 -2.278 -2.689 0.0 0.0 0.0 0.01
H -2.854 -4.071 1.396 -0.1 0.0 0.0 0.03
H -1.224 -3.434 1.677 0.0 0.0 0.1 -0.02
H -1.499 -4.587 0.374 0.0 0.0 0.0 0.03
H -1.093 -0.874 -2.023 0.1 0.0 0.0 0.00
H -0.218 -2.383 -1.730 0.1 0.0 -0.1 0.03
F -3.598 -2.844 4.415 0.1 -0.1 0.1 0.07
C -2.404 -2.320 4.742 -0.2 0.2 -0.3 -0.18
C -2.021 -1.150 4.214 -0.2 -0.4 0.2 0.04
N -0.819 -0.571 4.517 0.4 -0.4 -0.2 0.01
C -0.415 0.649 3.845 -0.2 0.0 -0.7 -0.02
C -0.556 0.712 2.285 -0.5 0.5 1.1 -0.61
O -0.518 1.833 1.816 0.1 -0.3 0.0 0.06
O -0.770 -0.383 1.618 1.1 -0.4 -0.7 -0.19
C 0.073 -1.188 5.396 -0.2 0.8 0.0 -0.47
O 1.145 -0.702 5.680 0.1 -0.2 0.0 0.09
N -0.415 -2.328 5.995 0.2 -0.4 -0.2 0.22
C -1.554 -3.060 5.663 -0.2 0.1 0.1 -0.40
O -1.779 -4.145 6.145 0.0 0.0 -0.1 0.10
H -2.662 -0.622 3.524 0.0 0.0 0.0 0.15
H 0.638 0.824 4.060 0.0 0.0 0.1 0.13
H -1.009 1.483 4.224 0.2 0.1 0.0 0.14
H 0.261 -2.824 6.558 0.0 0.0 0.1 0.17
```
Forces are in eV/Å.


4.
Molecular formula: HN3O
Method: DFT, the ωB97M-V functional and the def2-TZVPD basis

Molar mass   59.0 g mol⁻¹
Calculated total energy   -6531.6138 eV
SMILES string   N#N.N=O
Lowest unoccupied orbital energy   -0.485 eV
HOMO   -9.60 eV
Energy above the lowest of the compared OMol25 structures with the same formula, charge and spin   9.2 kcal/mol

The geometry in XYZ format:
```
5
Properties=species:S:1:pos:R:3:forces:R:3:nbo_charge:R:1
N -1.211 -0.497 0.464 -2.5 1.2 -3.0 -0.02
N -1.723 -0.065 -0.427 1.4 -1.6 3.0 0.02
N 1.149 0.160 0.382 0.5 -0.3 -0.7 0.02
O 0.787 1.160 -0.167 0.6 -0.9 0.1 -0.25
H 0.999 -0.757 -0.252 0.1 1.6 0.6 0.23
```
Forces are in eV/Å.